C30H39N5O3PSSe2Te2Zn as an isolated structure, computed with ωB97M-V with the def2-TZVPD basis set.

Results
Gap between HOMO and LUMO ... 4.8 eV
E ... -259162.6693 eV
Total charge ... -1
LUMO level ... 0.035 Ha

Geometry as XYZ:
```
84
Properties=species:S:1:pos:R:3:forces:R:3
Zn 2.0902 1.4550 -0.2121 0.4038 0.3128 0.2742
Se 3.9701 2.3473 -1.5942 -0.1477 0.1931 -0.1542
Te 5.8939 2.1244 0.0405 -0.0923 0.0386 -0.0667
Te 3.6866 5.8501 0.3290 -0.1391 -0.0300 -0.0535
Se 3.3164 4.7108 -1.8513 0.2508 -0.2882 0.0368
C -4.4421 -1.7378 0.6753 0.0237 0.0302 0.0594
C -3.4719 -1.9586 -0.4937 0.0139 -0.0146 -0.0941
C -3.2368 -3.4585 -0.6669 0.0283 -0.0316 0.0679
C -4.0977 -1.3922 -1.7816 0.1492 0.0779 0.0659
C -2.1754 -1.2058 -0.2322 0.0211 -0.2374 -0.1076
C -2.2102 0.1381 0.1212 -0.0441 0.1872 0.0992
C -1.0335 0.8412 0.2513 0.0435 -0.2133 0.0945
N 0.1724 0.2931 0.0615 -0.0329 0.0841 0.0367
C 0.2288 -1.0075 -0.2117 0.3733 -0.2675 -0.1480
C -0.9127 -1.7809 -0.3768 -0.1280 0.1186 0.0259
C 1.6155 -1.5772 -0.3671 -0.5329 0.2037 0.0506
C 1.8430 -2.9432 -0.3850 0.2997 -0.0976 -0.0272
C 3.1421 -3.4264 -0.5353 -0.2799 -0.0699 0.1168
C 4.1464 -2.4810 -0.6945 0.1994 0.1406 -0.0022
C 3.8495 -1.1306 -0.6536 -0.1159 -0.1129 0.0439
N 2.6040 -0.6882 -0.4682 -0.1162 0.0840 -0.1993
C 3.4719 -4.9145 -0.4717 0.0192 0.0746 -0.0411
C 4.2715 -5.1722 0.8137 0.0209 -0.0049 0.0004
C 2.2156 -5.7842 -0.4489 -0.0071 -0.0247 -0.0322
C 4.3210 -5.3066 -1.6876 -0.0026 -0.0089 -0.0270
H -5.3187 -2.3735 0.5444 -0.0113 0.0242 -0.0186
H -4.7943 -0.7080 0.7229 -0.0073 0.0100 -0.0369
H -3.9771 -1.9883 1.6317 0.0054 -0.0413 0.0099
H -4.1974 -3.9571 -0.8003 0.0029 0.0046 -0.0190
H -2.7499 -3.8995 0.2069 -0.0086 -0.0166 0.0255
H -2.6309 -3.6765 -1.5484 0.0048 0.0102 -0.0132
H -5.0833 -1.8343 -1.9351 -0.0126 0.0109 -0.0065
H -3.4775 -1.6239 -2.6500 0.0459 -0.0554 -0.0090
H -4.2262 -0.3090 -1.7390 -0.1043 -0.1286 0.0181
H -3.1458 0.6622 0.2640 -0.0274 -0.0031 -0.0910
H -1.0558 1.8898 0.5064 0.0095 -0.0229 0.0840
H -0.8203 -2.8183 -0.6542 0.0025 -0.0293 0.0020
H 1.0183 -3.6258 -0.2664 -0.0393 0.0060 0.0230
H 5.1792 -2.7714 -0.8329 -0.0058 -0.0092 0.0191
H 4.6233 -0.3732 -0.7389 0.0126 -0.0030 0.0117
H 3.6619 -4.9776 1.6979 -0.0062 0.0133 0.0002
H 5.1552 -4.5357 0.8689 0.0150 -0.0153 -0.0208
H 4.5978 -6.2136 0.8435 -0.0080 -0.0079 0.0184
H 1.6086 -5.6005 0.4391 0.0009 0.0064 0.0075
H 2.5056 -6.8358 -0.4348 0.0017 0.0008 0.0059
H 1.5948 -5.6223 -1.3324 0.0073 0.0002 -0.0080
H 5.2888 -4.8054 -1.6876 -0.0037 0.0123 0.0010
H 3.8118 -5.0575 -2.6200 -0.0129 -0.0082 0.0014
H 4.5045 -6.3824 -1.6753 0.0124 0.0015 0.0018
O -5.4179 1.3756 -2.1471 0.0231 -0.0482 -0.0250
S -6.3533 2.4606 -1.9080 -0.2083 0.2117 0.1479
O -6.8041 3.1529 -3.0982 0.0403 -0.0230 -0.0601
O -7.3824 2.1660 -0.9330 0.0109 -0.0909 0.0342
C -5.3357 3.7269 -1.0860 0.0874 0.2457 0.0324
N -5.9506 4.7326 -0.4519 0.0785 -0.1068 -0.0547
C -5.1647 5.6411 0.1076 -0.0314 -0.0247 0.0385
C -3.7765 5.5792 0.0755 -0.1262 0.1086 -0.0762
C -3.2496 4.4998 -0.6044 0.3789 -0.2366 0.0954
N -4.0205 3.5882 -1.1862 -0.2537 -0.0855 0.0062
C -1.7992 4.1546 -0.6722 -0.1849 0.2662 0.0337
C -1.3748 3.3218 -1.7029 0.0831 0.1080 -0.2242
C -0.0965 2.8224 -1.6620 -0.0615 0.0565 -0.0752
N 0.7329 3.0550 -0.6418 0.1238 -0.1646 0.0955
C 0.3662 3.9122 0.3081 -0.1428 0.1166 -0.0507
C -0.8870 4.5144 0.3094 0.0522 -0.1562 0.0221
H -5.6629 6.4540 0.6274 -0.0135 0.0149 -0.0438
H -3.1643 6.3434 0.5331 0.0152 -0.0251 0.0242
H -2.0676 3.0357 -2.4812 0.0135 -0.0049 -0.0013
H 0.2627 2.1461 -2.4298 0.0157 0.0170 -0.0124
H 1.0862 4.1116 1.0939 0.0470 0.0339 -0.0576
H -1.1581 5.1723 1.1237 -0.0068 0.0188 -0.0066
C 1.1703 1.3142 3.2464 -0.0838 0.0174 -0.0314
P 2.6190 1.5875 2.1646 0.0730 -0.0933 0.0598
C 3.6824 0.1958 2.6607 0.0032 -0.0628 0.0335
C 3.4093 3.0380 2.9137 0.0333 0.0503 0.0895
H 1.4724 1.3348 4.2951 -0.0031 -0.0070 0.0002
H 0.7111 0.3496 3.0255 0.0046 0.0041 -0.0202
H 0.4235 2.0924 3.0805 0.0063 0.0039 -0.0034
H 3.7807 0.1729 3.7482 0.0110 -0.0030 -0.0017
H 4.6585 0.3376 2.1960 -0.0090 -0.0149 -0.0049
H 3.2563 -0.7487 2.3178 -0.0174 0.0019 0.0006
H 4.0752 2.7118 3.7147 -0.0453 0.0071 0.0449
H 2.6450 3.7012 3.3219 0.0004 0.0106 -0.0279
H 3.9827 3.5899 2.1702 0.0047 -0.0491 -0.0065
```
Positions in Å, forces in eV/Å.

natural (NBO) atomic charge list, values in e, 5 entries: number 1, Zn, carries 1.5070; number 2, Se, carries -0.4267; number 3, Te, carries -0.5007; number 4, Te, carries -0.4992; number 5, Se, carries -0.2245